No. 1
H80O40 | ωB97M-V with the def2-TZVPD basis set

Values from the calculation:
**Kohn-Sham gap**: 9.551 eV
**Relative energy (zero: lowest compared OMol25 entry of this formula, charge and spin)**: 13.545 eV
**Spin multiplicity**: 1

Bonds (Å) are listed after each position.
CARTESIAN COORDINATES (ANGSTROEM)
1 H 2.103 1.008 -3.381  O3 0.944
2 H 0.660 1.325 -3.356  O3 0.942
3 O 1.365 1.143 -3.954  H1 0.944, H2 0.942
4 H -0.979 -1.781 -5.189  O6 0.931
5 H -0.443 -1.065 -6.490  O6 0.975
6 O -1.220 -1.384 -5.996  H4 0.931, H5 0.975
7 H 0.005 -1.634 -0.523  O9 0.981
8 H 1.187 -1.684 0.286  O9 0.936
9 O 0.266 -1.589 0.422  H7 0.981, H8 0.936
10 H 3.309 -2.307 3.732  O12 0.960
11 H 3.939 -2.282 2.288  O12 0.927
12 O 3.924 -2.705 3.113  H10 0.960, H11 0.927
13 H 1.534 -3.887 4.884  O15 0.899
14 H 0.860 -3.302 3.418  O15 1.021
15 O 1.360 -3.221 4.305  H13 0.899, H14 1.021
16 H -3.346 0.162 -4.541  O17 0.956
17 O -2.800 0.756 -4.028  H16 0.956, H95 0.953
18 H 0.497 -5.053 2.326  O19 0.902
19 O 0.585 -5.269 1.455  H18 0.902, H97 0.901
20 H 2.689 -4.378 -2.720  O22 0.999
21 H 2.217 -5.275 -1.566  O22 0.955
22 O 2.756 -5.305 -2.355  H20 0.999, H21 0.955
23 H 3.131 2.762 -1.676  O25 0.980
24 H 3.817 1.659 -0.775  O25 0.997
25 O 3.345 1.807 -1.641  H23 0.980, H24 0.997
26 H -0.647 -4.749 -1.308  O28 0.971
27 H 0.800 -4.039 -1.129  O28 0.940
28 O 0.306 -4.752 -1.493  H26 0.971, H27 0.940
29 H -5.045 3.014 -2.453  O31 0.950
30 H -3.950 1.963 -2.099  O31 0.940
31 O -4.250 2.580 -2.741  H29 0.950, H30 0.940
32 H -6.104 0.965 -2.248  O33 0.984
33 O -5.328 0.646 -1.735  H32 0.984, H98 0.946
34 H -2.596 4.617 2.893  O36 1.008
35 H -3.394 4.463 1.479  O36 0.990
36 O -2.736 5.011 1.976  H34 1.008, H35 0.990
37 H -1.918 0.266 -2.419  O39 0.949
38 H -0.875 -0.614 -3.064  O39 0.964
39 O -1.496 -0.579 -2.327  H37 0.949, H38 0.964
40 H -1.824 -3.224 1.982  O42 0.981
41 H -2.297 -4.279 2.842  O42 0.996
42 O -1.598 -3.571 2.872  H40 0.981, H41 0.996
43 H 0.348 1.165 -1.393  O45 1.017
44 H 1.812 1.129 -1.239  O45 1.019
45 O 1.107 0.572 -1.720  H43 1.017, H44 1.019
46 H 1.836 5.020 1.605  O48 0.993
47 H 0.986 4.407 2.725  O48 1.065
48 O 0.970 4.537 1.668  H46 0.993, H47 1.065
49 H 3.873 0.688 -3.641  O51 0.978
50 H 5.062 1.247 -3.152  O51 0.983
51 O 4.817 0.649 -3.893  H49 0.978, H50 0.983
52 H -3.597 1.688 3.199  O53 0.985
53 O -2.978 1.836 3.951  H52 0.985, H94 0.998
54 H 5.886 -0.373 2.345  O56 1.004
55 H 4.403 -0.483 1.658  O56 0.945
56 O 5.196 0.026 1.735  H54 1.004, H55 0.945
57 H -0.703 2.662 4.939  O58 1.025
58 O -0.829 3.586 4.514  H57 1.025, H96 0.992
59 H -0.771 3.781 -2.822  O61 1.079
60 H 0.182 3.935 -3.684  O61 0.996
61 O 0.235 3.392 -2.851  H59 1.079, H60 0.996
62 H -2.180 3.985 -0.062  O64 0.913
63 H -1.108 3.168 -0.993  O64 1.042
64 O -1.899 3.842 -0.919  H62 0.913, H63 1.042
65 H 2.200 3.742 -1.208  O67 0.981
66 H 2.877 4.007 0.271  O67 1.011
67 O 2.749 4.353 -0.670  H65 0.981, H66 1.011
68 H -4.859 -1.670 2.852  O70 0.941
69 H -4.134 -0.694 4.014  O70 0.916
70 O -4.175 -1.410 3.444  H68 0.941, H69 0.916
71 H -2.436 -1.267 2.213  O73 0.997
72 H -1.946 -1.025 3.704  O73 0.922
73 O -1.952 -0.673 2.852  H71 0.997, H72 0.922
74 H -0.833 0.911 3.527  O76 1.028
75 H -0.124 -0.435 3.762  O76 0.998
76 O 0.105 0.536 3.722  H74 1.028, H75 0.998
77 H 4.729 -3.193 -2.466  O79 0.936
78 H 4.605 -2.364 -3.652  O79 0.976
79 O 4.060 -2.732 -2.931  H77 0.936, H78 0.976
80 H -2.935 -3.905 -1.421  O82 0.990
81 H -1.947 -2.939 -1.931  O82 1.026
82 O -2.068 -3.541 -1.109  H80 0.990, H81 1.026
83 H -1.370 -0.056 0.477  O85 0.940
84 H -2.895 0.251 0.658  O85 0.912
85 O -2.080 0.553 0.380  H83 0.940, H84 0.912
86 H -2.621 5.497 -2.371  O88 0.960
87 H -2.845 4.180 -3.393  O88 1.025
88 O -2.934 5.186 -3.222  H86 0.960, H87 1.025
89 H 4.159 2.852 2.604  O90 0.927
90 O 4.101 2.602 1.713  H89 0.927, H99 0.947
91 H 1.131 1.624 5.956  O93 0.918
92 H 0.183 0.728 5.279  O93 1.015
93 O 0.296 1.280 6.123  H91 0.918, H92 1.015
94 H -2.774 2.775 3.680  O53 0.998
95 H -3.230 1.606 -4.081  O17 0.953
96 H -1.345 3.927 5.289  O58 0.992
97 H 0.654 -6.069 1.047  O19 0.901
98 H -5.536 -0.048 -1.127  O33 0.946
99 H 4.168 1.658 1.728  O90 0.947
100 O 1.544 -1.785 -6.239  H101 0.933, H102 0.945
101 H 1.176 -2.618 -6.441  O100 0.933
102 H 1.425 -1.127 -6.907  O100 0.945
103 O 1.024 0.806 1.266  H104 0.959, H105 0.933
104 H 0.470 0.758 2.048  O103 0.959
105 H 0.913 0.084 0.685  O103 0.933
106 O 2.039 -2.277 -1.452  H107 1.046, H108 0.972
107 H 1.712 -1.425 -1.966  O106 1.046
108 H 2.632 -2.687 -2.105  O106 0.972
109 O -3.116 -2.006 0.684  H110 0.993, H111 0.940
110 H -2.969 -2.707 -0.005  O109 0.993
111 H -2.341 -1.535 0.433  O109 0.940
112 O 1.046 -1.452 -3.655  H113 0.973, H114 1.020
113 H 1.499 -2.301 -3.793  O112 0.973
114 H 1.417 -0.939 -4.455  O112 1.020
115 O -2.153 -0.209 5.688  H116 0.999, H117 0.982
116 H -1.513 -0.075 6.443  O115 0.999
117 H -2.043 0.746 5.486  O115 0.982
118 O 2.240 -0.995 2.604  H119 1.015, H120 0.973
119 H 1.841 -0.728 1.709  O118 1.015
120 H 1.726 -0.453 3.226  O118 0.973

Atom charges from the Löwdin analysis, given in e for atoms 1 to 5: number 1, H, carries -0.02; number 2, H, carries -0.02; number 3, O, carries -0.06; number 4, H, carries -0.01; number 5, H, carries 0.03

=====

No. 2
H80O40 | ωB97M-V with the def2-TZVPD basis set

Values from the calculation:
**Kohn-Sham gap**: 9.354 eV
**Relative energy (zero: lowest compared OMol25 entry of this formula, charge and spin)**: 8.068 eV
**Spin multiplicity**: 1

Bonds (Å) are listed after each position.
CARTESIAN COORDINATES (ANGSTROEM)
1 H -2.419 4.300 0.222  O3 0.974
2 H -2.761 5.802 0.212  O3 0.964
3 O -2.021 5.188 0.275  H1 0.974, H2 0.964
4 H 2.469 -1.495 0.731  O6 1.045
5 H 1.004 -1.290 0.967  O6 0.967
6 O 1.590 -2.049 0.842  H4 1.045, H5 0.967
7 H 4.919 1.817 -0.582  O9 0.948
8 H 5.098 2.864 -1.799  O9 0.957
9 O 5.392 2.555 -0.943  H7 0.948, H8 0.957
10 H -0.851 1.172 -5.175  O12 1.007
11 H 0.103 2.077 -4.394  O12 0.958
12 O -0.655 1.511 -4.247  H10 1.007, H11 0.958
13 H -0.439 3.793 4.245  O15 0.978
14 H 0.252 4.678 5.223  O15 0.954
15 O 0.264 3.773 4.924  H13 0.978, H14 0.954
16 H -1.295 -2.340 1.061  O17 0.958
17 O -1.037 -2.147 0.158  H16 0.958, H95 0.967
18 H 2.204 -3.159 -1.701  O19 0.950
19 O 1.347 -2.782 -1.855  H18 0.950, H97 0.982
20 H -2.934 2.007 -0.672  O22 0.958
21 H -4.523 2.308 -0.272  O22 0.973
22 O -3.575 2.377 -0.064  H20 0.958, H21 0.973
23 H 3.279 -0.049 5.393  O25 0.956
24 H 3.512 0.348 3.714  O25 0.952
25 O 3.706 -0.088 4.538  H23 0.956, H24 0.952
26 H -2.425 -1.907 -1.379  O28 0.958
27 H -2.822 -0.882 -2.466  O28 0.980
28 O -3.010 -1.782 -2.127  H26 0.958, H27 0.980
29 H 1.757 1.038 -1.485  O31 0.965
30 H 0.793 0.717 -2.659  O31 0.980
31 O 0.825 1.040 -1.734  H29 0.965, H30 0.980
32 H -6.859 0.573 -1.155  O33 0.983
33 O -6.397 0.583 -2.023  H32 0.983, H98 1.002
34 H 0.613 5.361 -0.357  O36 0.965
35 H 0.507 6.191 0.912  O36 0.964
36 O 1.072 5.544 0.472  H34 0.965, H35 0.964
37 H -1.290 -5.829 2.776  O39 0.972
38 H -0.517 -5.014 3.704  O39 0.986
39 O -0.627 -5.120 2.730  H37 0.972, H38 0.986
40 H -1.139 -3.282 2.911  O42 0.980
41 H -2.443 -2.578 3.011  O42 0.975
42 O -1.690 -2.823 3.579  H40 0.980, H41 0.975
43 H -3.963 -1.257 -0.761  O45 0.986
44 H -4.517 0.083 -0.283  O45 0.976
45 O -4.552 -0.870 -0.071  H43 0.986, H44 0.976
46 H -3.226 -5.011 0.275  O48 0.967
47 H -4.029 -4.429 -0.901  O48 0.979
48 O -3.971 -4.429 0.076  H46 0.967, H47 0.979
49 H 2.873 -5.634 -1.135  O51 0.967
50 H 1.457 -5.602 -0.793  O51 0.968
51 O 2.019 -5.807 -1.555  H49 0.967, H50 0.968
52 H 3.080 -0.538 -0.827  O53 0.957
53 O 3.376 -1.441 -0.942  H52 0.957, H94 0.966
54 H 3.703 0.838 1.488  O56 1.003
55 H 2.281 1.163 1.356  O56 0.964
56 O 2.814 0.375 1.517  H54 1.003, H55 0.964
57 H -1.383 1.754 5.118  O58 0.978
58 O -0.703 1.508 5.776  H57 0.978, H96 0.953
59 H -3.592 -1.038 3.324  O61 0.958
60 H -2.727 -1.259 4.548  O61 0.967
61 O -3.389 -0.659 4.180  H59 0.958, H60 0.967
62 H 1.823 -1.250 4.111  O64 0.973
63 H 0.473 -1.416 3.369  O64 0.962
64 O 1.031 -1.813 4.044  H62 0.973, H63 0.962
65 H 6.300 -0.649 0.138  O67 0.967
66 H 5.441 0.364 0.814  O67 0.980
67 O 5.807 0.157 -0.071  H65 0.967, H66 0.980
68 H -1.313 -1.540 -3.414  O70 0.969
69 H -0.031 -2.180 -3.015  O70 0.992
70 O -0.531 -1.334 -2.880  H68 0.969, H69 0.992
71 H -0.819 0.115 -1.010  O73 0.991
72 H -1.306 1.243 -0.024  O73 0.965
73 O -1.559 0.398 -0.415  H71 0.991, H72 0.965
74 H -1.318 4.479 -3.217  O76 0.967
75 H -0.563 5.718 -3.150  O76 0.978
76 O -0.606 4.859 -2.684  H74 0.967, H75 0.978
77 H -0.265 2.377 2.795  O79 0.954
78 H -1.525 1.384 2.814  O79 0.959
79 O -0.696 1.625 2.396  H77 0.954, H78 0.959
80 H -0.445 4.527 1.466  O82 0.959
81 H -1.675 3.690 2.039  O82 0.985
82 O -0.928 4.293 2.260  H80 0.959, H81 0.985
83 H 4.138 -2.457 -2.245  O85 0.983
84 H 5.406 -2.801 -2.756  O85 0.964
85 O 4.541 -3.223 -2.711  H83 0.983, H84 0.964
86 H 2.445 4.637 1.827  O88 0.943
87 H 1.810 4.444 3.361  O88 0.946
88 O 2.162 4.104 2.552  H86 0.943, H87 0.946
89 H -3.560 3.812 2.302  O90 0.981
90 O -3.173 2.915 2.391  H89 0.981, H99 0.988
91 H 2.803 -4.374 -3.805  O93 0.971
92 H 1.713 -5.003 -3.256  O93 0.992
93 O 1.913 -4.583 -4.132  H91 0.971, H92 0.992
94 H 4.325 -1.310 -1.061  O53 0.966
95 H -1.145 -1.194 0.029  O17 0.967
96 H -0.141 2.226 6.052  O58 0.953
97 H 1.183 -2.732 -0.889  O19 0.982
98 H -6.106 -0.372 -1.938  O33 1.002
99 H -3.300 2.451 1.529  O90 0.988
100 O -0.795 -4.415 -0.909  H101 0.964, H102 0.944
101 H -0.396 -4.014 -0.128  O100 0.964
102 H -0.962 -3.747 -1.555  O100 0.944
103 O 3.660 0.912 -3.488  H104 0.964, H105 0.963
104 H 4.159 1.658 -3.841  O103 0.964
105 H 3.865 0.085 -3.937  O103 0.963
106 O -2.633 3.128 -3.678  H107 0.963, H108 1.012
107 H -2.922 2.945 -2.777  O106 0.963
108 H -1.970 2.364 -3.653  O106 1.012
109 O -3.117 -0.030 -4.455  H110 0.960, H111 0.974
110 H -3.031 0.658 -5.119  O109 0.960
111 H -4.068 0.144 -4.343  O109 0.974
112 O 4.157 -1.658 -5.024  H113 0.966, H114 0.953
113 H 4.343 -2.305 -4.330  O112 0.966
114 H 3.529 -2.180 -5.516  O112 0.953
115 O 4.505 2.258 1.801  H116 0.973, H117 0.978
116 H 3.820 2.874 2.116  O115 0.973
117 H 4.940 2.730 1.063  O115 0.978
118 O -4.457 -2.853 1.960  H119 0.957, H120 0.964
119 H -4.078 -2.523 1.146  O118 0.957
120 H -5.168 -3.443 1.686  O118 0.964

Atom charges from the Löwdin analysis, given in e for atoms 1 to 5: number 1, H, carries 0.02; number 2, H, carries 0.06; number 3, O, carries -0.05; number 4, H, carries 0.06; number 5, H, carries 0.02